Entry 1:
115
Properties=species:S:1:pos:R:3:lowdin_charge:R:1 method="wB97M-V/def2-TZVPD" homo_ev="-9.156 / -9.175" charge=+1 e_tot_ev=-87714.3823 lumo_ev="-3.1 / -3.1" e_above_lowest_kcal_mol=55.7
In -0.21 -0.34 1.22 0.949
S 1.41 0.03 5.47 1.085
C -0.28 -0.08 5.62 -0.389
C -0.89 -0.20 4.41 -0.225
C 0.02 -0.20 3.31 -0.260
C 1.31 -0.07 3.76 -0.518
C 2.50 -0.03 2.90 -0.309
C 3.80 -0.02 3.39 -0.021
C 4.85 0.02 2.50 -0.032
C 4.59 0.06 1.14 -0.035
C 3.27 0.02 0.73 -0.127
N 2.25 -0.03 1.58 0.084
H -0.74 -0.06 6.59 0.077
H -1.96 -0.29 4.31 0.084
H 3.97 -0.04 4.46 0.104
H 5.87 0.04 2.87 0.121
H 5.39 0.10 0.41 0.119
H 3.03 0.02 -0.32 0.100
C -2.40 3.11 4.16 -0.054
C -1.38 4.02 3.48 -0.371
C -1.97 5.40 3.22 -0.051
C -0.85 3.42 2.19 -0.178
C -1.70 2.89 1.24 -0.002
C -1.22 2.33 0.06 -0.164
C -2.19 2.09 -1.09 -0.351
C -3.64 1.84 -0.71 -0.051
C -2.11 3.33 -1.99 -0.039
C 0.18 2.24 -0.16 -0.118
C 1.04 2.95 0.72 -0.122
C 0.50 3.49 1.88 0.037
C 2.49 3.23 0.40 -0.365
C 3.41 3.27 1.62 -0.058
C 2.58 4.57 -0.35 -0.041
C 0.72 1.24 -1.14 -0.171
C 1.61 1.51 -2.14 -0.056
C 2.35 0.61 -2.94 -0.060
C 2.48 -0.78 -2.89 -0.076
C 1.89 -1.77 -2.11 -0.057
C 0.70 -1.66 -1.32 -0.374
P 0.17 -2.82 0.06 1.177
C -1.37 -3.74 -0.48 -0.652
C -1.16 -4.83 -1.53 -0.072
C -1.99 -4.36 0.78 -0.095
C -2.39 -2.72 -1.04 -0.081
C 1.54 -4.05 0.45 -0.660
C 2.73 -3.27 1.03 -0.092
C 2.07 -4.91 -0.72 -0.069
C 1.02 -4.98 1.55 -0.096
H -2.66 3.50 5.15 0.088
H -1.99 2.10 4.31 0.053
H -3.32 3.04 3.59 0.079
H -0.53 4.14 4.15 0.137
H -2.82 5.33 2.53 0.084
H -1.24 6.07 2.76 0.084
H -2.32 5.86 4.14 0.083
H -2.77 2.95 1.39 0.114
H -1.86 1.23 -1.67 0.104
H -4.10 2.73 -0.27 0.085
H -3.75 1.01 -0.01 0.062
H -4.21 1.61 -1.61 0.091
H -2.46 4.21 -1.45 0.093
H -2.75 3.21 -2.87 0.087
H -1.09 3.53 -2.32 0.080
H 1.16 3.98 2.59 0.125
H 2.85 2.45 -0.27 0.103
H 3.27 4.19 2.19 0.083
H 4.45 3.24 1.30 0.090
H 3.24 2.43 2.30 0.063
H 2.23 5.38 0.29 0.089
H 1.96 4.57 -1.25 0.074
H 3.61 4.78 -0.64 0.088
H 1.84 2.56 -2.31 0.114
H 3.00 1.09 -3.66 0.105
H 3.24 -1.16 -3.57 0.112
H 2.31 -2.76 -2.24 0.090
H -0.64 -5.70 -1.11 0.076
H -0.59 -4.48 -2.39 0.067
H -2.13 -5.18 -1.89 0.100
H -1.43 -5.21 1.16 0.057
H -2.99 -4.73 0.53 0.097
H -2.09 -3.64 1.59 0.068
H -2.18 -2.46 -2.07 0.068
H -2.42 -1.79 -0.47 0.060
H -3.38 -3.18 -1.00 0.099
H 3.14 -2.58 0.30 0.066
H 3.51 -3.99 1.29 0.102
H 2.45 -2.72 1.93 0.078
H 2.88 -4.42 -1.25 0.071
H 1.31 -5.20 -1.44 0.056
H 2.49 -5.83 -0.30 0.096
H 0.48 -4.45 2.34 0.086
H 1.89 -5.47 2.01 0.095
H 0.38 -5.77 1.15 0.071
F -0.57 -0.32 -8.32 0.149
C -1.65 -0.56 -7.56 -0.593
F -2.53 0.42 -7.81 0.144
F -2.19 -1.71 -8.00 0.143
C -1.30 -0.64 -6.10 -0.113
C -1.21 0.53 -5.36 0.015
C -0.85 0.48 -4.02 0.007
C -0.60 -0.75 -3.39 -0.175
C -0.67 -1.91 -4.18 -0.007
C -1.02 -1.86 -5.51 0.011
C -0.35 -0.89 -1.98 -0.169
C 0.14 -0.11 -0.91 -0.216
H -1.42 1.48 -5.82 0.129
H -0.76 1.40 -3.47 0.093
H -0.45 -2.87 -3.72 0.104
H -1.08 -2.77 -6.09 0.126
C -3.62 -1.16 2.14 -0.078
O -2.65 -0.17 1.76 -0.211
H -4.63 -0.76 2.05 0.101
H -3.44 -1.51 3.16 0.086
H -3.51 -1.99 1.45 0.059
H -2.86 0.67 2.18 0.075

Entry 2:
114
Properties=species:S:1:pos:R:3:lowdin_charge:R:1 method="wB97M-V/def2-TZVPD" homo_ev="-2.284 / -2.284" charge=-1 e_tot_ev=-121014.7455 lumo_ev="2.0 / 2.0"
Pd -0.39 -0.26 -1.07 0.745
C 1.65 2.64 -1.70 -0.061
C 3.05 2.20 -2.12 -0.312
C 4.09 2.65 -1.09 -0.057
C 3.26 0.73 -2.52 -0.113
C 4.23 0.51 -3.53 -0.064
C 4.48 -0.75 -4.05 -0.112
C 3.75 -1.83 -3.59 -0.056
C 2.80 -1.68 -2.56 -0.112
C 1.94 -2.88 -2.14 -0.385
C 2.73 -4.20 -2.04 -0.085
C 0.75 -3.04 -3.09 -0.108
C 2.56 -0.39 -1.98 -0.211
N 1.60 -0.26 -1.04 -0.082
C 1.90 -0.28 0.27 -0.215
C 0.94 -0.21 1.23 -0.242
N -0.36 -0.26 0.93 -0.100
C -1.32 -0.25 1.90 -0.242
C -1.62 -1.39 2.70 -0.112
C -2.67 -1.32 3.65 -0.048
C -3.42 -0.16 3.81 -0.116
C -3.16 0.94 3.01 -0.075
C -2.15 0.90 2.03 -0.128
C -1.96 2.11 1.10 -0.361
C -1.26 3.25 1.83 -0.072
C -3.28 2.59 0.47 -0.052
C -0.87 -2.72 2.52 -0.341
C -0.43 -3.34 3.85 -0.077
C -1.72 -3.71 1.72 -0.113
C 1.65 -0.11 2.58 -0.053
C 1.21 0.07 3.89 -0.020
C 2.18 0.10 4.91 -0.079
C 3.56 -0.04 4.63 -0.037
C 3.99 -0.21 3.30 -0.206
C 5.32 -0.36 2.86 -0.039
C 5.59 -0.51 1.49 -0.078
C 4.57 -0.51 0.52 -0.021
C 3.26 -0.35 0.97 -0.056
C 3.02 -0.22 2.33 -0.139
H 1.58 3.74 -1.73 0.109
H 1.40 2.35 -0.67 0.072
H 0.88 2.25 -2.37 0.085
H 3.25 2.78 -3.03 0.127
H 3.90 2.22 -0.10 0.074
H 4.07 3.74 -0.98 0.075
H 5.11 2.37 -1.38 0.077
H 4.79 1.36 -3.92 0.101
H 5.22 -0.88 -4.83 0.087
H 3.92 -2.80 -4.04 0.096
H 1.55 -2.73 -1.13 0.101
H 3.05 -4.57 -3.02 0.062
H 2.10 -4.98 -1.60 0.073
H 3.62 -4.08 -1.41 0.080
H 1.08 -3.25 -4.11 0.077
H 0.14 -2.13 -3.11 0.026
H 0.11 -3.87 -2.77 0.072
H -2.91 -2.19 4.25 0.100
H -4.21 -0.13 4.55 0.089
H -3.76 1.83 3.13 0.101
H -1.33 1.83 0.24 0.034
H -1.85 3.63 2.67 0.109
H -1.08 4.09 1.14 0.026
H -0.29 2.93 2.22 0.107
H -3.95 3.03 1.21 0.084
H -3.81 1.76 -0.01 -0.011
H -3.08 3.35 -0.29 0.085
H 0.05 -2.56 1.95 0.129
H -1.27 -3.71 4.44 0.064
H 0.13 -2.63 4.46 0.068
H 0.23 -4.20 3.66 0.075
H -2.65 -3.96 2.25 0.093
H -1.17 -4.64 1.55 0.094
H -1.99 -3.29 0.75 -0.130
H 0.16 0.20 4.09 0.101
H 1.85 0.24 5.93 0.090
H 4.27 -0.02 5.44 0.095
H 6.13 -0.36 3.58 0.095
H 6.62 -0.63 1.16 0.090
H 4.77 -0.63 -0.53 0.099
N 0.66 5.62 1.57 0.184
C 0.32 4.90 0.73 -0.219
C -0.09 4.01 -0.31 -0.267
C -0.58 4.49 -1.53 0.010
C -0.97 3.58 -2.51 -0.073
C -0.86 2.23 -2.24 -0.264
N -0.39 1.73 -1.07 -0.140
C -0.02 2.64 -0.13 -0.196
H -0.65 5.56 -1.71 0.132
H -1.35 3.93 -3.47 0.128
H -1.15 1.48 -2.97 0.092
H 0.35 2.20 0.79 0.144
C -5.36 -0.64 0.53 -0.162
C -4.89 -0.03 -0.78 -0.430
As -2.94 -0.26 -1.07 1.251
C -2.98 0.41 -2.93 -0.413
C -3.11 1.93 -2.96 -0.199
C -2.94 -2.17 -1.61 -0.405
C -2.68 -3.08 -0.41 -0.239
H -6.44 -0.42 0.67 0.073
H -4.79 -0.22 1.38 0.054
H -5.24 -1.74 0.51 0.061
H -5.10 1.06 -0.74 0.048
H -5.46 -0.47 -1.63 0.073
H -3.82 -0.06 -3.49 0.077
H -2.02 0.13 -3.43 0.059
H -4.06 2.25 -2.49 0.086
H -3.10 2.28 -4.01 0.101
H -2.26 2.39 -2.42 -0.025
H -2.10 -2.32 -2.33 0.040
H -3.89 -2.43 -2.11 0.069
H -1.70 -2.83 0.05 0.036
H -2.64 -4.14 -0.76 0.123
H -3.47 -2.99 0.35 0.089
H -0.39 -1.95 -1.07 0.056